DFT (the ωB97M-V functional and the def2-TZVPD basis) results for a cluster of 9 separate species, C35H61N4O12PS4 in total at a distorted geometry.

```
! RIJCOSX wB97M-V def2-TZVPD def2/J DEFGRID3
* xyz 0 1
C -4.729 1.331 -3.519
O -3.357 1.700 -3.490
P -2.391 1.601 -4.733
O -1.225 2.453 -4.555
O -2.168 0.067 -4.956
C -1.317 -0.705 -4.111
O -3.376 1.962 -5.924
C -2.779 2.383 -7.148
H -5.301 1.981 -4.176
H -5.091 1.358 -2.493
H -4.876 0.286 -3.811
H -1.922 -1.055 -3.271
H -0.498 -0.121 -3.695
H -0.940 -1.583 -4.628
H -3.039 3.408 -7.404
H -3.100 1.714 -7.948
H -1.687 2.341 -7.160
O 6.034 -2.221 -1.164
S 5.741 -0.959 -1.792
O 6.211 -0.723 -3.135
C 3.987 -0.578 -1.702
C 3.965 0.946 -1.590
C 5.012 1.289 -0.514
C 6.280 0.495 -0.836
H 3.519 -1.178 -0.928
H 3.626 -0.840 -2.699
H 4.196 1.404 -2.550
H 2.943 1.180 -1.287
H 4.595 1.000 0.454
H 5.154 2.366 -0.457
H 6.701 0.114 0.094
H 7.001 1.059 -1.418
O 0.356 7.095 -1.466
S 1.568 6.477 -1.924
O 2.489 7.265 -2.711
C 2.476 5.601 -0.653
C 2.677 4.129 -1.023
C 2.290 3.960 -2.520
C 1.196 4.942 -2.814
H 1.746 5.601 0.170
H 3.313 6.117 -0.189
H 3.736 3.882 -0.951
H 2.138 3.490 -0.328
H 1.955 2.928 -2.642
H 3.114 4.097 -3.221
H 0.260 4.657 -2.322
H 0.904 5.225 -3.823
O -4.733 -1.640 -1.483
S -4.557 -2.443 -0.300
O -4.322 -1.843 0.989
C -5.890 -3.643 -0.185
C -5.244 -4.888 0.404
C -3.800 -5.007 -0.140
C -3.276 -3.631 -0.609
H -6.232 -3.877 -1.194
H -6.711 -3.162 0.343
H -5.343 -4.880 1.491
H -5.776 -5.798 0.121
H -3.723 -5.709 -0.966
H -3.208 -5.420 0.675
H -3.200 -3.710 -1.693
H -2.293 -3.410 -0.206
O 5.177 -0.991 3.562
S 4.573 -2.295 3.598
O 5.111 -3.391 4.353
C 2.846 -2.131 4.052
C 2.070 -1.889 2.773
C 2.723 -2.787 1.709
C 4.245 -2.795 1.892
H 2.704 -1.425 4.866
H 2.553 -3.124 4.406
H 1.010 -2.119 2.850
H 2.204 -0.838 2.500
H 2.440 -2.553 0.684
H 2.389 -3.812 1.906
H 4.692 -2.039 1.247
H 4.720 -3.749 1.686
C -2.142 0.652 4.904
C -1.967 -0.537 4.158
C -0.891 -1.231 4.652
N -0.582 -0.617 5.853
C -1.388 0.463 6.042
H -2.832 1.466 4.771
H -2.543 -0.882 3.307
H -0.468 -2.186 4.392
H 0.054 -0.963 6.548
H -1.224 1.114 6.885
C -0.330 -4.648 1.951
C -0.516 -6.034 2.236
C -1.546 -6.159 3.126
N -2.045 -4.892 3.358
C -1.325 -3.997 2.631
H 0.456 -4.226 1.349
H 0.136 -6.849 1.965
H -2.033 -6.998 3.592
H -2.766 -4.617 4.002
H -1.540 -2.942 2.654
C 0.032 0.685 -0.837
C -1.383 0.791 -0.925
C -1.872 0.147 0.182
N -0.825 -0.245 0.961
C 0.348 -0.030 0.284
H 0.663 1.270 -1.493
H -2.000 1.281 -1.657
H -2.860 0.082 0.606
H -0.849 -0.725 1.845
H 1.313 -0.104 0.754
C 0.203 3.978 1.563
C -0.293 5.097 2.277
C -1.090 5.822 1.420
N -1.121 5.136 0.248
C -0.348 4.010 0.307
H 0.863 3.216 1.945
H -0.298 5.142 3.355
H -1.652 6.728 1.563
H -1.675 5.406 -0.546
H -0.201 3.453 -0.601
*
```

The value obtained for the HOMO-LUMO gap is 0.3051 Eh. The calculation puts the HOMO energy at -8.2 eV.



DFT (the ωB97M-V functional and the def2-TZVPD basis) results for a structure of composition C40H35CoFN5O5P2S at a distorted geometry.

```
! RIJCOSX wB97M-V def2-TZVPD def2/J DEFGRID3
* xyz -1 4
Co -8.693 1.489 18.606
N -8.375 -2.659 16.736
C -8.286 -1.440 17.362
S -9.814 -0.770 17.926
N -7.095 -1.004 17.597
N -7.041 0.197 18.215
C -5.901 0.767 18.357
C -5.934 2.185 18.973
C -5.321 3.304 18.330
C -4.953 4.475 19.003
C -5.067 4.735 20.375
C -6.031 4.260 21.216
C -7.168 3.537 20.588
O -9.077 2.136 20.430
H -9.325 -3.086 16.695
H -7.557 -3.227 16.680
H -4.947 0.253 17.985
H -5.072 3.242 17.316
H -4.415 5.259 18.418
H -4.307 5.426 20.689
H -5.869 4.330 22.330
C -11.868 2.757 21.253
C -11.382 4.178 21.368
P -9.745 4.611 20.619
C -9.392 6.006 21.771
C -8.281 6.818 21.482
C -7.884 7.879 22.294
C -8.561 8.236 23.409
C -9.672 7.476 23.748
C -10.062 6.368 22.996
C -8.597 3.245 21.142
C -8.573 2.932 22.639
C -7.823 1.871 23.090
C -7.069 0.916 22.238
C -6.586 1.078 21.008
C -6.529 2.260 20.201
P -11.819 1.885 19.663
C -13.419 2.351 18.856
C -14.489 3.124 19.372
C -15.506 3.569 18.519
C -15.456 3.307 17.163
C -14.428 2.601 16.661
C -13.445 2.135 17.488
C -12.321 0.262 20.336
C -11.280 -0.390 21.000
C -11.500 -1.751 21.291
C -12.735 -2.380 20.975
C -13.759 -1.690 20.288
C -13.502 -0.370 19.938
H -12.888 2.693 21.700
H -11.213 2.188 21.882
H -11.370 4.464 22.423
H -12.150 4.796 20.918
H -7.695 6.653 20.570
H -7.063 8.462 21.942
H -8.313 9.083 24.041
H -10.311 7.899 24.532
H -10.997 5.962 23.237
H -9.194 3.488 23.334
H -7.853 1.559 24.172
H -6.926 -0.119 22.695
H -6.151 0.229 20.653
H -7.364 4.058 19.677
H -14.485 3.418 20.429
H -16.330 4.145 18.919
H -16.217 3.639 16.473
H -14.359 2.417 15.589
H -12.567 1.675 17.076
H -10.350 0.150 21.140
H -10.629 -2.389 21.607
H -12.873 -3.441 21.124
H -14.684 -2.197 19.980
H -14.186 0.163 19.371
F -4.805 0.400 15.280
C -5.296 1.650 15.025
C -6.638 1.959 15.082
N -7.174 3.126 14.726
C -8.611 3.297 14.826
C -9.208 2.982 16.230
O -10.418 2.903 16.343
O -8.338 2.696 17.110
C -6.347 4.192 14.287
O -6.832 5.275 14.000
N -5.009 3.916 14.271
C -4.351 2.663 14.553
O -3.148 2.616 14.433
H -7.306 1.175 15.341
H -9.143 2.636 14.154
H -8.863 4.293 14.443
H -4.398 4.674 14.092
*
```

The expectation value of S² is 3.76. The value obtained for the HOMO-LUMO gap (alpha / beta) is 0.2654 / 0.2637 Eh. The calculation puts the HOMO energy (alpha / beta) at -5.2 / -5.1 eV.



ΔE to the lowest compared entry with this formula, charge and spin
In order: 0.0 0.0
Unit: kcal/mol
E
In order: -4426.22104 -4758.81104
Unit: a.u.